# C28H25FeN2O5

C28H25FeN2O5 as an isolated structure at a distorted geometry (the ωB97M-V functional and the def2-TZVPD basis, the Open Molecules 2025 dataset).

As for the spin multiplicity: 6. The HOMO energy (spin up / spin down) comes out at -6.1665 / -8.5039 eV. The value obtained for the calculated total energy is -2831.0011 a.u.

Each line ends with the Löwdin spin population.
Atoms and positions in Å:
O (6.595, 1.157, 1.354)  0.00
N (5.821, 0.562, 2.135)  0.00
O (6.165, -0.429, 2.817)  0.00
C (4.473, 0.998, 2.222)  0.00
C (3.560, 0.206, 2.937)  0.00
C (2.212, 0.285, 2.616)  0.01
C (1.795, 1.045, 1.512)  0.01
C (0.403, 0.944, 0.874)  0.06
C (-0.503, -0.139, 1.482)  0.35
N (-1.797, 0.145, 1.669)  0.21
C (-2.337, 1.521, 1.541)  0.03
C (-3.852, 1.389, 1.707)  0.00
C (-4.194, -0.087, 1.470)  0.00
C (-2.882, -0.876, 1.609)  0.03
C (-0.014, -1.501, 1.669)  0.03
C (1.034, -2.090, 0.899)  0.09
C (1.295, -3.456, 0.991)  -0.01
C (0.602, -4.239, 1.921)  0.09
C (-0.332, -3.651, 2.785)  -0.01
C (-0.600, -2.291, 2.690)  0.08
C (2.673, 2.052, 1.049)  0.00
C (4.022, 2.005, 1.352)  0.00
H (3.931, -0.523, 3.652)  0.00
H (1.505, -0.313, 3.193)  0.00
H (-0.056, 1.934, 1.024)  0.00
H (-1.890, 2.191, 2.283)  0.01
H (-2.112, 1.920, 0.542)  0.01
H (-4.128, 1.682, 2.726)  0.00
H (-4.377, 2.051, 1.012)  0.00
H (-4.928, -0.441, 2.201)  0.00
H (-4.617, -0.244, 0.471)  0.00
H (-2.740, -1.582, 0.772)  0.01
H (-2.925, -1.465, 2.532)  0.01
H (1.664, -1.490, 0.233)  0.01
H (2.041, -3.906, 0.328)  0.00
H (0.786, -5.311, 1.976)  0.01
H (-0.863, -4.240, 3.536)  0.00
H (-1.258, -1.815, 3.423)  0.00
H (2.300, 2.814, 0.363)  0.00
H (4.740, 2.661, 0.875)  0.00
O (-2.563, -0.102, -7.705)  0.04
C (-2.057, 0.354, -6.762)  0.07
Fe (-1.240, 0.432, -5.211)  1.85
C (-2.326, -0.674, -4.347)  0.00
O (-2.901, -1.422, -3.651)  -0.03
C (-0.380, -1.139, -5.203)  0.00
O (0.179, -2.149, -5.003)  -0.02
C (0.408, 0.636, -0.577)  0.15
C (1.435, 1.132, -1.579)  0.27
C (1.330, 1.175, -2.949)  0.03
C (0.276, 1.513, -3.869)  0.28
C (-1.042, 1.881, -3.476)  0.17
C (-1.496, 1.614, -2.122)  0.40
C (-0.980, 0.778, -1.182)  0.59
H (0.577, -0.449, -0.695)  0.04
H (2.436, 1.251, -1.154)  0.01
H (2.290, 1.046, -3.471)  0.00
H (0.630, 1.801, -4.884)  0.03
H (-1.589, 2.703, -3.994)  0.02
H (-2.485, 2.051, -1.888)  0.03
H (-1.716, 0.093, -0.721)  0.03